A molecular structure, C52H44N3O5P2Pb. Source: OMol25; level of theory: wB97M-V/def2-TZVPD.

Each line ends with the Löwdin charge.
Atoms and positions in Å:
Pb (0.49608, -1.44605, -0.33537)  1.326
O (-0.52356, -3.26391, -4.12815)  0.062
C (-0.72155, -2.65365, -3.09072)  -0.614
O (-0.09192, -2.86545, -1.98380)  -0.236
C (-1.86151, -1.61301, -3.08417)  -0.084
C (-2.53905, -1.48223, -1.72146)  -0.263
C (-3.99577, -1.01480, -1.77845)  -0.086
C (-3.87590, 0.51538, -1.68079)  -0.069
C (-2.36320, 0.75150, -1.60037)  -0.276
O (-1.89309, -0.44812, -0.95731)  -0.190
C (-1.46176, -0.24436, -3.76696)  -0.199
C (0.10032, -0.18803, -3.94643)  -0.612
O (0.59283, -0.21042, -5.06646)  0.049
O (0.69569, -0.07098, -2.82447)  -0.221
H (-2.59926, -2.06865, -3.74559)  0.131
H (-2.41464, -2.41382, -1.16876)  0.152
H (-4.48800, -1.34631, -2.69282)  0.112
H (-4.54712, -1.41596, -0.92808)  0.104
H (-4.28151, 1.03924, -2.54486)  0.117
H (-4.35946, 0.88706, -0.77884)  0.090
H (-2.09299, 1.59694, -0.97173)  0.143
H (-1.50830, -0.62585, -5.84901)  0.128
N (-0.26899, 2.65762, -2.11950)  -0.110
P (0.89090, 1.78781, -1.17683)  1.008
C (1.17812, 3.18294, 0.03128)  -0.339
C (0.74732, 2.94663, 1.33253)  -0.114
C (0.88352, 3.89912, 2.33580)  -0.083
C (1.46035, 5.12437, 2.03935)  -0.100
C (1.90441, 5.37862, 0.74436)  -0.096
C (1.77077, 4.41528, -0.24367)  -0.095
C (2.48558, 1.95104, -2.06043)  -0.358
C (2.57190, 2.18225, -3.42818)  -0.075
C (3.80985, 2.23934, -4.05263)  -0.078
C (4.97416, 2.04827, -3.32006)  -0.107
C (4.89418, 1.79682, -1.95612)  -0.104
C (3.65590, 1.75039, -1.33307)  -0.109
C (-1.05264, 2.10384, -3.14971)  -0.346
C (-1.15622, 2.73872, -4.32935)  -0.053
C (-2.10462, 2.38438, -5.37543)  -0.115
C (-2.58679, 1.17391, -5.65869)  -0.092
C (-2.18765, -0.16462, -5.12189)  -0.109
N (-1.77348, 0.93055, -2.89882)  0.054
H (0.00959, 3.60206, -2.35777)  0.090
H (0.31206, 1.98203, 1.56709)  0.048
H (0.54889, 3.67360, 3.34201)  0.090
H (1.57554, 5.87514, 2.81122)  0.094
H (2.36784, 6.32964, 0.51114)  0.095
H (2.15400, 4.61867, -1.23898)  0.105
H (1.66521, 2.25599, -4.01691)  0.094
H (3.86073, 2.40265, -5.12161)  0.101
H (5.93842, 2.08014, -3.81235)  0.091
H (5.79530, 1.63245, -1.37732)  0.093
H (3.60036, 1.55738, -0.26542)  0.103
H (-0.50813, 3.59071, -4.50766)  0.098
H (-2.45622, 3.20634, -5.99407)  0.086
H (-3.32008, 1.12600, -6.46051)  0.090
H (-3.08014, -0.79472, -5.10371)  0.104
C (1.06433, 2.00981, 5.90935)  -0.102
C (1.85631, 1.27457, 5.03656)  -0.087
C (1.26391, 0.52461, 4.03347)  -0.104
C (-0.12326, 0.47791, 3.89185)  -0.380
C (-0.90577, 1.22186, 4.76981)  -0.098
C (-0.31564, 1.98473, 5.77043)  -0.092
P (-0.74947, -0.57465, 2.52509)  1.054
C (-2.50534, -0.07733, 2.40192)  -0.362
C (-2.80065, 1.25952, 2.12320)  -0.113
C (-4.11108, 1.67625, 1.96204)  -0.093
C (-5.14942, 0.75561, 2.04841)  -0.104
C (-4.86433, -0.57900, 2.28943)  -0.087
C (-3.54919, -0.99323, 2.47124)  -0.073
C (-0.83024, -2.21890, 3.31960)  -0.330
C (-1.25053, -2.32476, 4.61992)  -0.101
C (-1.33028, -3.57350, 5.26595)  -0.088
C (-0.97975, -4.69866, 4.58125)  -0.049
C (-0.53927, -4.63209, 3.23630)  -0.180
C (-0.18502, -5.82217, 2.55264)  -0.067
C (0.22693, -5.76661, 1.25739)  -0.090
C (0.30210, -4.51741, 0.59223)  -0.156
C (-0.01376, -3.32319, 1.19353)  -0.234
C (-0.45289, -3.37876, 2.56303)  -0.207
H (1.52236, 2.60763, 6.68700)  0.097
H (2.93471, 1.29978, 5.12367)  0.101
H (1.88811, -0.02591, 3.33650)  0.099
H (-1.98532, 1.21375, 4.67433)  0.103
H (-0.94046, 2.55958, 6.44248)  0.100
H (-1.99792, 1.98362, 2.03207)  0.098
H (-4.31985, 2.71796, 1.75365)  0.105
H (-6.17445, 1.07804, 1.91480)  0.099
H (-5.66508, -1.30584, 2.34195)  0.101
H (-3.33782, -2.03670, 2.66943)  0.106
H (-1.52638, -1.43068, 5.16825)  0.098
H (-1.66597, -3.63049, 6.29384)  0.096
H (-1.03306, -5.67056, 5.06014)  0.105
H (-0.25549, -6.76799, 3.07873)  0.100
H (0.49148, -6.67570, 0.72934)  0.096
H (0.60288, -4.52578, -0.45137)  0.071
C (5.95586, -2.35776, -0.55381)  -0.081
C (5.13361, -2.56557, -1.64730)  -0.055
C (3.76063, -2.47872, -1.46989)  -0.116
N (3.20720, -2.20988, -0.28971)  -0.014
C (4.00135, -2.00870, 0.75731)  -0.149
C (5.38268, -2.07233, 0.67607)  -0.072
H (7.03250, -2.41067, -0.65841)  0.102
H (5.53633, -2.77886, -2.62754)  0.105
H (3.07320, -2.60443, -2.29974)  0.122
H (3.50607, -1.79318, 1.69922)  0.104
H (5.98892, -1.89911, 1.55487)  0.098

Calculated values
relative energy (zero: lowest compared OMol25 entry of this formula, charge and spin) = 169.1 kJ/mol
molecular weight = 1060.09 g mol⁻¹
net charge = -1
HOMO level = -4.60 eV
LUMO level = 2.256 eV
electronic energy = -3424.080519 Eh
HOMO-LUMO gap = 6.853 eV